Formula: C8H18O2
Source: the OMol25 dataset
Level of theory: wB97M-V/def2-TZVPD

Structure (XYZ):
```
28
Properties=species:S:1:pos:R:3:lowdin_charge:R:1
C 0.85564 -0.37818 1.66760 -0.464
C 0.20004 0.60294 -0.21035 -0.291
C -0.56910 -0.48255 -0.59223 -0.169
C -1.31967 0.85404 -2.21535 -0.133
C 1.45523 -1.76076 1.64925 -0.066
C -0.26763 -0.19137 2.64659 -0.071
C -0.02288 -1.68700 -1.29259 -0.070
C -1.61842 2.30240 -1.94418 -0.179
O 1.85160 0.59446 1.95299 -0.066
O 1.37685 0.87456 -0.84931 0.020
H 2.60859 0.41664 1.37841 0.085
H 1.60571 1.79605 -0.67104 0.117
H -0.27004 1.44351 0.28978 0.130
H -1.50252 -0.60003 -0.05497 0.125
H -2.20511 0.25289 -2.41818 0.053
H -0.55889 0.68545 -2.97483 0.061
H -0.69394 0.81395 2.57429 0.077
H -1.06255 -0.92013 2.47642 0.078
H 1.95723 -1.98981 2.60460 0.089
H 0.69522 -2.53192 1.51657 0.071
H 2.20550 -1.86714 0.85863 0.082
H 0.07839 -0.30910 3.68577 0.087
H -0.63366 -1.92015 -2.16965 0.080
H -0.06366 -2.56821 -0.64963 0.070
H 0.99894 -1.52987 -1.63803 0.086
H -2.16136 2.78796 -2.76916 0.070
H -0.70026 2.88285 -1.80207 0.061
H -2.23927 2.42852 -1.04934 0.069
```

Properties
LUMO energy ... 0.7 eV
M ... 146.23 g/mol
Electronic energy ... -12678.356 eV
Max |F| ... 5.0 eV/Å
Kohn-Sham gap ... 0.2485 hartree

---

Formula: C9H12BiCl2InN4O3
Source: the OMol25 dataset
Level of theory: wB97M-V/def2-TZVPD

Structure (XYZ):
```
32
Properties=species:S:1:pos:R:3:lowdin_charge:R:1
Bi -0.69066 -0.41960 -2.92730 1.318
In 0.01406 -0.32223 -0.04592 0.651
Cl -1.50732 -2.23314 -0.86122 0.204
Cl -1.37633 1.93683 -1.42712 0.019
C 1.12233 1.60806 0.79666 0.018
C -0.02042 -2.26387 -4.02982 -0.111
C 0.07891 0.88701 -4.53814 -0.116
O 1.66572 2.49024 1.23968 0.292
O 0.30237 -3.16749 -4.69610 0.280
O 0.44907 1.51020 -5.45308 0.295
C -1.38589 0.26977 2.65070 -0.106
N -0.75446 -0.87822 1.91861 -0.220
C -1.70099 -2.03823 1.89540 -0.215
N -2.04469 -2.47206 3.26088 0.133
C -2.62318 -1.31130 3.96432 -0.078
N -1.72547 -0.12226 4.04659 0.046
C -0.46187 -0.57625 4.69006 -0.075
N 0.21547 -1.72339 4.02247 0.012
C 0.51240 -1.29837 2.63070 -0.142
C -0.78406 -2.83018 3.94285 -0.073
H -2.31523 0.54997 2.11186 0.167
H -0.68552 1.13134 2.67384 0.142
H -1.22488 -2.89412 1.37760 0.094
H -2.62930 -1.73192 1.37345 0.131
H -2.86432 -1.61699 4.99598 0.176
H -3.55356 -1.00700 3.45560 0.171
H 0.24190 0.27502 4.71198 0.168
H -0.69052 -0.87092 5.72896 0.171
H 0.96352 -2.15282 2.07589 0.159
H 1.22789 -0.44446 2.65280 0.143
H -1.02282 -3.13754 4.97402 0.175
H -0.31724 -3.67938 3.41601 0.170
```

Properties
LUMO energy (spin up / spin down) ... -17.2 / -18.1 eV
M ... 618.92 g/mol
Electronic energy ... -57636.282 eV
Net charge ... +4
Max |F| ... 10.3 eV/Å
Kohn-Sham gap (spin up / spin down) ... 0.2104 / 0.1942 hartree

---

Formula: C6H12N4O2
Source: the OMol25 dataset
Level of theory: wB97M-V/def2-TZVPD

Structure (XYZ):
```
24
Properties=species:S:1:pos:R:3:lowdin_charge:R:1
C -2.85846 2.19306 -0.26878 -0.122
C 1.00147 1.88137 -0.58538 -0.009
C -0.32961 1.68581 -0.54576 -0.143
C -1.44033 2.62979 -0.45214 -0.114
C 0.85598 -0.25634 -0.25654 -0.543
C 1.25055 -0.80417 1.10298 -0.056
N -3.62906 2.74034 -1.07232 0.230
N 1.05277 -1.30420 -1.22735 0.132
N -0.49284 0.32956 -0.29090 0.120
N 0.72110 -2.17647 1.29053 0.225
O 1.70243 0.82835 -0.50128 0.137
O -1.33003 3.83319 -0.85924 0.246
H -2.94472 1.42246 0.47145 0.125
H 1.45517 2.88748 -0.45161 0.192
H 0.91251 -0.07431 1.96709 0.195
H 2.35126 -0.77673 1.21336 0.161
H -4.61588 2.76331 -0.92928 0.102
H 1.83587 -1.14677 -1.86907 0.129
H 0.21287 -1.30169 -1.92006 0.161
H -1.29375 -0.21169 -0.60431 0.159
H 0.20511 -2.30487 2.20518 0.217
H 1.42609 -2.87607 1.21588 0.168
H 0.10544 -2.32021 0.51480 0.137
H -0.58836 4.36581 -1.03295 0.152
```

Properties
LUMO energy (spin up / spin down) ... -8.9 / -8.9 eV
M ... 172.19 g/mol
Electronic energy ... -16452.268 eV
Net charge ... +2
Max |F| ... 5.1 eV/Å
Kohn-Sham gap (spin up / spin down) ... 0.2764 / 0.2764 hartree

---

Formula: H26MnO15P
Source: the OMol25 dataset
Level of theory: wB97M-V/def2-TZVPD

Structure (XYZ):
```
43
Properties=species:S:1:pos:R:3:lowdin_charge:R:1
O 2.58845 2.18989 -1.48051 0.257
H 2.32336 2.10090 -2.40794 0.165
H 1.92295 1.71762 -0.77928 0.104
H 2.81060 3.10367 -1.22330 0.185
O -1.82217 2.96015 -0.90074 0.300
H -1.31362 2.06247 -0.90741 0.116
H -1.26029 3.71159 -1.16393 0.191
H -2.33986 3.10375 -0.08889 0.191
O -2.69109 -0.42520 2.26927 0.256
H -3.03790 0.40434 2.62788 0.171
H -1.94443 -0.28752 1.53291 0.098
H -2.40163 -1.06525 2.95302 0.192
O 0.61817 2.68327 2.39586 0.263
H 0.78188 3.63655 2.23431 0.190
H -0.30838 2.62303 2.70273 0.171
H 0.68280 2.12262 1.51309 0.108
Mn 0.14350 -0.49099 -3.01439 1.244
P -0.02810 0.08036 -0.47063 0.194
O 0.77346 1.32097 0.11634 -0.366
O -0.99390 0.49918 -1.59954 -0.382
O -0.73443 -0.64397 0.70882 -0.346
O 0.92110 -0.85848 -1.22441 -0.343
O 0.15440 -0.04413 3.14350 -0.046
H 0.03641 -0.26519 2.20361 -0.037
H 1.00971 -0.42058 3.39706 0.081
O 2.78475 0.10999 1.47294 -0.026
H 3.30682 0.91374 1.37570 0.049
H 1.88942 0.31854 1.15943 -0.039
O 1.38756 -1.90891 -3.81848 -0.036
H 2.31899 -2.11612 -3.62816 0.121
H 1.06245 -2.66654 -4.33629 0.134
O -3.63068 -0.08643 -1.90257 -0.055
H -3.78628 -0.81519 -1.28128 0.021
H -2.68952 0.10937 -1.83782 -0.057
O 0.30980 -3.15103 1.17439 -0.040
H -0.06455 -2.27306 1.01650 -0.040
H 1.01875 -3.28145 0.52624 0.014
O -2.78993 -2.24097 -0.18839 -0.041
H -2.80754 -3.01276 0.39195 0.079
H -1.94132 -1.80307 -0.02108 -0.021
O 2.46540 -3.00634 -0.92359 -0.049
H 3.33728 -2.70536 -0.64078 0.068
H 1.93763 -2.20346 -1.07613 -0.038
```

Properties
LUMO energy (spin up / spin down) ... -11.1 / -11.6 eV
M ... 352.11 g/mol
Electronic energy ... -71716.508 eV
Net charge ... +3
Max |F| ... 3.4 eV/Å
Kohn-Sham gap (spin up / spin down) ... 0.2510 / 0.2311 hartree
Multiplicity ... 6